Arrangement i

{"formula": "C4H7N2O", "method": "wB97M-V/def2-TZVPD", "elements": ["C", "C", "C", "C", "N", "N", "O", "H", "H", "H", "H", "H", "H", "H"], "positions_angstrom": [[-0.699, -0.652, 0.287], [0.373, -2.783, -0.297], [-0.952, 0.662, 0.651], [0.352, 1.620, 0.675], [-0.207, -1.637, -0.148], [0.349, 1.573, -1.633], [1.017, 1.444, -0.506], [0.696, -3.431, 0.602], [0.582, -3.276, -1.239], [-1.587, 1.024, -0.238], [-1.501, 0.821, 1.677], [-0.138, 2.569, 1.018], [0.970, 1.192, 1.471], [0.745, 0.874, -2.320]], "nbo_charge": [0.647, -0.040, -0.623, -0.024, -0.313, -0.226, -0.326, 0.245, 0.241, 0.334, 0.322, 0.228, 0.217, 0.316], "gap_ev": [9.67, 6.84], "charge": 1, "homo_ev": [-14.1, -13.4]}


Arrangement ii

{"formula": "C4H7N2O", "method": "wB97M-V/def2-TZVPD", "elements": ["C", "C", "C", "C", "N", "N", "O", "H", "H", "H", "H", "H", "H", "H"], "positions_angstrom": [[0.248, -0.280, -1.363], [-0.484, 0.040, 1.142], [-0.339, -1.235, -1.967], [1.095, 0.813, -0.971], [0.644, 0.609, 1.368], [-1.475, -0.209, 1.942], [1.613, 0.725, 0.344], [-0.026, -1.556, -2.959], [-1.170, -1.805, -1.579], [2.018, 0.813, -1.572], [0.570, 1.771, -1.123], [1.087, 0.944, 2.223], [-2.319, -0.625, 1.577], [-1.461, -0.006, 2.938]], "nbo_charge": [0.355, 0.352, -0.467, -0.241, -0.307, -0.767, -0.328, 0.300, 0.300, 0.299, 0.245, 0.423, 0.427, 0.408], "gap_ev": [8.50, 8.50], "charge": 1, "homo_ev": [-14.0, -14.0]}


Arrangement iii

{"formula": "C4H7N2O", "method": "wB97M-V/def2-TZVPD", "elements": ["C", "C", "C", "C", "N", "N", "O", "H", "H", "H", "H", "H", "H", "H"], "positions_angstrom": [[-0.861, -2.007, -2.623], [-0.111, -0.969, -2.533], [-0.051, 0.822, 2.249], [1.045, 0.507, 0.081], [0.486, 0.937, 1.096], [0.125, 1.814, 3.126], [1.673, 0.407, -0.862], [-1.717, -2.117, -1.932], [-0.787, -2.866, -3.294], [-0.312, -0.115, -1.932], [-0.629, -0.066, 2.549], [0.801, -0.790, -3.072], [-0.199, 1.683, 4.176], [0.537, 2.760, 2.972]], "nbo_charge": [-0.355, -0.402, 0.436, 0.980, -0.584, -0.676, -0.321, 0.187, 0.217, 0.153, 0.247, 0.201, 0.458, 0.459], "gap_ev": 7.54, "charge": 1, "homo_ev": -13.1}


Arrangement iv

{"formula": "C4H7N2O", "method": "wB97M-V/def2-TZVPD", "elements": ["C", "C", "C", "C", "N", "N", "O", "H", "H", "H", "H", "H", "H", "H"], "positions_angstrom": [[1.846, -0.945, -0.020], [0.748, -1.687, 0.098], [-0.908, 1.554, -0.073], [-2.627, -0.163, 0.149], [-1.568, 0.431, 0.089], [0.378, 1.547, -0.145], [-3.509, -0.872, 0.216], [2.408, -0.629, 0.848], [2.304, -0.748, -0.977], [0.350, -1.952, 1.065], [-1.453, 2.501, -0.134], [0.230, -2.079, -0.762], [0.897, 2.411, -0.263], [0.902, 0.631, -0.091]], "nbo_charge": [-0.494, -0.310, 0.427, 0.963, -0.593, -0.645, -0.345, 0.225, 0.224, 0.211, 0.235, 0.210, 0.442, 0.450], "gap_ev": 9.52, "charge": 1, "homo_ev": -14.6}


On energetic grounds, arrangement iv is preferred over the next structure by 0.992 eV.


Arrangement i

{"formula": "C5H11NO", "method": "wB97M-V/def2-TZVPD", "elements": ["C", "C", "N", "C", "C", "O", "C", "H", "H", "H", "H", "H", "H", "H", "H", "H", "H", "H"], "positions_angstrom": [[-1.030, 0.533, -1.261], [-1.335, -0.579, 0.537], [-0.085, -0.831, 0.929], [0.465, 0.091, 1.917], [0.326, -0.755, -0.688], [0.208, -1.800, -1.290], [1.518, 0.170, -0.785], [-2.042, 0.207, -1.514], [-0.524, 0.631, -2.232], [-1.000, 1.539, -0.823], [-1.839, -1.381, 0.003], [-1.977, 0.101, 1.109], [0.103, -0.152, 2.927], [1.552, 0.002, 1.935], [0.201, 1.138, 1.712], [1.736, 0.315, -1.847], [2.344, -0.374, -0.318], [1.379, 1.143, -0.312]], "nbo_charge": [-0.812, 0.057, -0.494, -0.432, 0.654, -0.650, -0.680, 0.217, 0.235, 0.199, 0.218, 0.194, 0.212, 0.214, 0.177, 0.239, 0.231, 0.221], "gap_ev": 8.79, "charge": 0, "homo_ev": -8.3}


Arrangement ii

{"formula": "C5H11NO", "method": "wB97M-V/def2-TZVPD", "elements": ["C", "C", "N", "C", "C", "C", "O", "H", "H", "H", "H", "H", "H", "H", "H", "H", "H", "H"], "positions_angstrom": [[-1.993, -1.012, -0.502], [-1.451, -0.114, 0.600], [0.001, -0.071, 0.502], [0.690, 1.090, 0.981], [0.511, 0.853, -0.490], [1.572, 0.370, -1.428], [2.282, -0.588, -1.251], [-3.082, -1.097, -0.449], [-1.553, -2.010, -0.420], [-1.729, -0.609, -1.487], [-1.891, 0.898, 0.525], [-1.714, -0.511, 1.588], [0.102, 1.910, 1.399], [1.651, 0.912, 1.458], [-0.212, 1.521, -0.964], [1.652, 0.965, -2.363], [2.858, -1.195, 1.392], [2.305, -1.313, 0.908]], "nbo_charge": [-0.613, -0.215, -0.372, -0.214, -0.221, 0.429, -0.500, 0.214, 0.221, 0.202, 0.161, 0.203, 0.193, 0.220, 0.196, 0.106, -0.043, 0.034], "gap_ev": 10.48, "smiles": "CCN1C[C@H]1C=O.[H][H]", "charge": 0, "homo_ev": -9.6}


On energetic grounds, arrangement ii is preferred over the next structure by 1.726 eV.


Arrangement i

{"formula": "C5H11NO", "method": "wB97M-V/def2-TZVPD", "elements": ["C", "C", "N", "C", "C", "C", "H", "H", "H", "H", "H", "H", "H", "H", "H", "O", "H", "H"], "positions_angstrom": [[-1.616, -1.855, -0.300], [-0.944, -0.876, 0.336], [-1.130, -0.811, 1.732], [-0.597, 0.369, -0.365], [0.510, 1.223, 0.055], [0.371, 2.671, -0.304], [-2.051, -2.729, 0.205], [-1.781, -1.771, -1.360], [-1.837, -1.383, 2.219], [-0.710, -0.263, 2.408], [-1.001, 0.330, -1.367], [0.852, 0.844, 0.998], [-0.480, 3.118, 0.260], [0.354, 2.861, -1.400], [1.138, 3.339, 0.238], [2.791, -0.858, -1.048], [2.579, -0.629, -1.956], [2.178, -0.368, -0.517]], "nbo_charge": [-0.446, 0.113, -0.842, -0.160, -0.232, -0.665, 0.199, 0.194, 0.384, 0.381, 0.205, 0.194, 0.226, 0.230, 0.218, -0.940, 0.466, 0.473], "gap_ev": 8.31, "smiles": "C=C(N)/C=C/C.O", "charge": 0, "homo_ev": -8.1}


Arrangement ii

{"formula": "C5H11NO", "method": "wB97M-V/def2-TZVPD", "elements": ["C", "C", "C", "C", "C", "N", "O", "H", "H", "H", "H", "H", "H", "H", "H", "H", "H", "H"], "positions_angstrom": [[0.620, 0.268, 1.661], [-0.482, -1.207, -2.642], [-0.027, -2.371, -0.414], [0.077, 2.651, 1.926], [0.359, -1.606, -1.710], [-0.017, 1.321, 1.343], [-0.549, 1.482, 0.050], [1.036, 0.298, 2.622], [-0.133, -0.514, -3.476], [-1.458, -1.464, -2.525], [-0.994, 0.776, -0.385], [0.733, -3.107, -0.421], [0.052, -1.521, 0.278], [-1.003, -2.665, -0.568], [-0.962, 3.041, 1.848], [0.691, 2.679, 2.946], [0.563, 3.341, 1.192], [1.493, -1.401, -1.726]], "nbo_charge": [-0.134, -0.474, -0.688, -0.457, -0.118, -0.094, -0.600, 0.136, 0.204, 0.183, 0.501, 0.215, 0.261, 0.195, 0.224, 0.235, 0.221, 0.188], "gap_ev": 9.28, "charge": 0, "homo_ev": -8.4}


Arrangement iii

{"formula": "C5H11NO", "method": "wB97M-V/def2-TZVPD", "elements": ["C", "C", "C", "C", "N", "C", "O", "H", "H", "H", "H", "H", "H", "H", "H", "H", "H", "H"], "positions_angstrom": [[0.225, -1.377, 1.553], [1.094, -0.853, 0.411], [0.468, 0.201, -0.517], [-0.516, -0.336, -1.537], [-0.005, 1.334, 0.274], [-0.929, 2.228, -0.151], [-1.161, 2.562, -1.289], [-0.818, -1.297, 1.256], [0.487, -2.409, 1.766], [0.340, -0.858, 2.505], [2.159, -0.670, 0.515], [1.167, -1.740, -0.237], [1.347, 0.517, -1.083], [-0.649, 0.438, -2.286], [-1.536, -0.402, -1.137], [-0.190, -1.247, -2.020], [-0.046, 1.193, 1.271], [-1.438, 2.717, 0.704]], "nbo_charge": [-0.626, -0.414, -0.044, -0.638, -0.616, 0.533, -0.605, 0.213, 0.221, 0.200, 0.218, 0.208, 0.193, 0.247, 0.207, 0.216, 0.388, 0.099], "gap_ev": 10.62, "smiles": "CC[C@@H](C)NC=O", "charge": 0, "homo_ev": -9.7}


Arrangement iv

{"formula": "C5H11NO", "method": "wB97M-V/def2-TZVPD", "elements": ["C", "C", "C", "N", "C", "O", "C", "H", "H", "H", "H", "H", "H", "H", "H", "H", "H", "H"], "positions_angstrom": [[0.361, 1.862, -0.071], [1.629, 1.473, -0.828], [1.442, -1.655, 0.120], [0.208, -1.455, 0.565], [-0.925, -1.343, -0.322], [-0.802, -1.360, -1.514], [-2.235, -1.175, 0.410], [0.257, 2.949, 0.003], [-0.532, 1.478, -0.581], [0.365, 1.465, 0.953], [1.637, 1.910, -1.832], [2.527, 1.818, -0.303], [1.704, 0.386, -0.949], [2.076, -1.647, 1.031], [-0.036, -1.336, 1.549], [-2.275, -0.179, 0.870], [-2.348, -1.922, 1.204], [-3.053, -1.269, -0.304]], "nbo_charge": [-0.609, -0.618, -0.008, -0.653, 0.697, -0.498, -0.735, 0.207, 0.200, 0.187, 0.207, 0.198, 0.227, 0.101, 0.374, 0.242, 0.229, 0.252], "gap_ev": 9.13, "charge": 0, "homo_ev": -8.8}


On energetic grounds, arrangement iii is preferred over the next structure by 2.233 eV.


Arrangement i

{"formula": "C5H10N2O", "method": "wB97M-V/def2-TZVPD", "elements": ["C", "C", "C", "C", "C", "H", "H", "H", "H", "H", "H", "H", "H", "H", "H", "N", "N", "O"], "positions_angstrom": [[-2.096, -1.408, 0.311], [0.195, -0.462, -0.523], [0.932, 0.056, 0.647], [2.397, 0.236, 0.381], [-1.293, 1.841, -0.246], [-3.128, -1.456, -0.265], [-1.426, -2.606, 0.643], [-2.552, -0.888, 1.681], [0.384, -1.411, -0.925], [0.572, 0.416, -1.256], [0.772, 1.188, 0.800], [0.811, -0.341, 1.619], [2.770, 0.733, 1.289], [-1.881, 2.790, 0.677], [-0.188, 1.836, -0.455], [-1.388, -0.523, -0.487], [-1.887, 0.693, -0.065], [3.248, -0.379, -0.421]], "nbo_charge": [-0.386, -0.242, -0.537, 0.415, -0.159, 0.231, 0.217, 0.144, 0.235, 0.211, 0.237, 0.255, 0.121, 0.206, 0.152, -0.317, -0.263, -0.521], "gap_ev": 9.14, "charge": 0, "homo_ev": -9.0}


Arrangement ii

{"formula": "C5H10N2O", "method": "wB97M-V/def2-TZVPD", "elements": ["C", "C", "C", "C", "C", "H", "H", "H", "H", "H", "H", "H", "H", "H", "H", "N", "N", "O"], "positions_angstrom": [[-0.306, -0.107, 1.832], [-1.592, -0.963, 0.164], [-1.066, -0.077, -0.733], [0.450, 0.397, -0.812], [0.655, 1.801, -1.305], [-1.359, 0.626, 2.249], [0.250, -0.704, 2.777], [0.558, 0.407, 1.054], [-2.572, -1.326, 0.003], [-1.684, 0.365, -1.488], [1.602, 2.230, -1.594], [-0.018, 2.661, -0.902], [0.291, 1.813, -2.268], [0.465, -2.131, -0.041], [2.228, -1.910, 0.532], [1.515, -0.217, -0.528], [1.455, -1.549, -0.170], [-0.872, -1.315, 1.231]], "nbo_charge": [-0.336, 0.146, -0.351, 0.150, -0.660, 0.204, 0.205, 0.256, 0.194, 0.219, 0.242, 0.214, 0.219, 0.387, 0.388, -0.235, -0.690, -0.551], "gap_ev": 9.21, "charge": 0, "homo_ev": -8.3}


Arrangement iii

{"formula": "C5H10N2O", "method": "wB97M-V/def2-TZVPD", "elements": ["C", "C", "C", "N", "C", "C", "O", "N", "H", "H", "H", "H", "H", "H", "H", "H", "H", "H"], "positions_angstrom": [[0.800, 0.621, -0.581], [1.525, -1.635, 0.256], [0.592, -0.456, 0.360], [0.492, 1.926, -0.310], [-0.919, -0.503, -0.600], [-1.971, 0.286, -0.876], [-0.766, 0.723, 1.867], [-0.259, -0.541, 1.468], [-1.661, 0.515, 2.184], [1.521, 0.441, -1.374], [-0.161, 2.089, 0.449], [1.212, 2.616, -0.462], [-0.958, -1.542, -0.903], [1.714, -1.922, -0.779], [2.483, -1.373, 0.707], [1.105, -2.495, 0.774], [-1.959, 1.353, -0.722], [-2.793, -0.103, -1.458]], "nbo_charge": [0.061, -0.616, 0.108, -0.827, -0.089, -0.585, -0.626, -0.264, 0.477, 0.217, 0.425, 0.397, 0.210, 0.212, 0.236, 0.241, 0.200, 0.224], "gap_ev": [7.41, 7.41], "charge": 0, "homo_ev": [-6.5, -6.5]}


On energetic grounds, arrangement ii is preferred over the next structure by 0.421 eV.